No. 1
DFT (wB97M-V/def2-TZVPD) results for C17H28N9S2V as an isolated structure.

Last column: Mulliken spin population.
CARTESIAN COORDINATES (ANGSTROEM)
V: 0.1264 -0.3210 0.4700  2.057
C: 4.9259 2.4887 -0.5600  -0.001
N: 4.1942 1.2533 -0.2835  0.009
C: 4.9354 -0.0061 -0.3638  0.001
C: 2.8621 1.2022 -0.1323  0.014
N: 2.1841 0.1062 0.0552  -0.029
N: 2.2111 2.4275 -0.1935  0.005
C: 0.8584 2.6673 -0.1526  0.020
N: 0.5075 3.9413 -0.3941  0.010
N: 0.0029 1.7282 0.1142  -0.023
H: 5.9601 2.3411 -0.2649  0.000
H: 4.5657 3.3122 0.0587  0.000
H: 4.8916 2.7609 -1.6162  0.001
H: 5.9904 0.2248 -0.4604  0.000
H: 4.6273 -0.5969 -1.2289  0.000
H: 4.8081 -0.5913 0.5490  -0.001
H: 2.7947 -0.6997 0.0265  0.002
H: 2.7844 3.2201 -0.4326  0.000
H: 1.1750 4.6507 -0.6422  0.000
H: -0.4621 4.2077 -0.3911  0.000
H: -0.9528 2.0668 0.0658  0.009
C: -2.8597 -0.5764 2.6330  0.001
C: -2.9128 -0.5753 1.1434  0.016
C: -3.9859 -0.6092 0.3094  -0.016
C: -3.5115 -0.5867 -1.0435  -0.022
C: -2.1578 -0.5722 -0.9971  0.013
C: -1.1460 -0.5245 -2.1049  0.014
N: -1.7440 -0.5671 0.3570  -0.057
H: -3.8514 -0.7796 3.0337  0.000
H: -2.5319 0.3808 3.0423  -0.001
H: -2.1870 -1.3448 3.0230  -0.002
H: -5.0167 -0.6350 0.6270  0.000
H: -4.1079 -0.5913 -1.9417  0.000
H: -1.4845 -1.1399 -2.9386  0.001
H: -0.1690 -0.9575 -1.8398  -0.017
H: -0.9743 0.4839 -2.4859  0.004
C: 1.0281 -5.7334 -0.3030  0.000
N: -0.2644 -5.0550 -0.1991  0.004
C: -1.5015 -5.6650 -0.3192  0.001
C: -2.4336 -4.6994 -0.1846  0.002
N: -1.7521 -3.5185 0.0156  0.000
C: -0.4334 -3.7410 0.0114  0.006
S: 0.9144 -2.6554 0.2098  -0.022
H: 0.8373 -6.7928 -0.4442  0.000
H: 1.5931 -5.5836 0.6138  0.001
H: 1.5801 -5.3421 -1.1540  0.000
H: -1.5938 -6.7214 -0.4914  0.000
H: -3.5062 -4.7420 -0.2181  0.000
H: -2.1668 -2.6005 0.1410  -0.006
S: 0.8958 -0.7444 4.9597  0.008
C: 0.4405 0.8570 4.5938  -0.006
C: 0.1958 0.9760 3.2690  0.040
N: 0.3862 -0.1845 2.5435  -0.069
C: 0.7763 -1.1591 3.3383  0.043
H: 0.3585 1.6197 5.3495  0.000
H: -0.1283 1.8716 2.7639  -0.006
H: 0.9877 -2.1533 2.9734  -0.005

Forces on the atoms, in the same order (eV/Å):
V 0.4 -0.2 -0.2
C 0.0 0.0 0.1
N 0.0 -0.1 0.0
C 0.0 0.0 0.1
C -0.1 0.0 0.0
N 0.0 0.1 0.0
N 0.0 0.1 0.0
C 0.1 -0.1 0.0
N 0.0 0.0 0.0
N -0.1 0.0 0.0
H 0.0 0.0 -0.1
H 0.0 0.0 0.0
H 0.0 0.0 0.0
H 0.0 0.0 0.0
H 0.0 0.0 0.0
H 0.0 0.0 0.0
H 0.0 -0.1 0.0
H 0.0 -0.1 0.0
H 0.0 0.0 0.0
H 0.0 0.0 0.0
H 0.0 -0.1 0.0
C -0.1 -0.1 0.1
C 0.4 -0.1 -0.2
C -0.2 0.1 0.1
C 0.0 -0.1 -0.1
C 0.2 0.2 0.2
C 0.0 0.0 -0.1
N -0.4 0.2 0.0
H 0.0 0.0 0.0
H 0.0 0.0 0.0
H 0.0 0.0 -0.1
H 0.0 0.0 0.0
H -0.1 0.0 0.0
H 0.0 0.1 0.0
H 0.0 0.0 0.1
H 0.0 0.0 0.0
C -0.2 0.0 0.0
N 0.0 -0.1 0.0
C 0.0 0.1 0.0
C 0.0 0.0 0.0
N 0.0 0.1 0.1
C 0.4 0.1 -0.1
S -0.3 -0.1 0.1
H 0.0 0.0 0.0
H 0.0 0.0 0.0
H 0.0 0.0 0.0
H 0.0 0.0 0.0
H 0.0 0.0 0.0
H 0.0 -0.1 0.0
S 0.1 0.1 0.2
C -0.1 0.1 0.0
C 0.0 0.0 -0.1
N 0.1 0.2 0.2
C -0.1 -0.2 -0.3
H 0.0 0.0 0.0
H 0.0 0.0 0.0
H 0.0 0.0 0.0

Summary:
- Charge: +2
- E: -78842.994 eV
- HOMO level (alpha / beta): -13.1 / -13.1 eV
- Energy above the lowest of the compared OMol25 structures with the same formula, charge and spin: 2.9 kcal/mol
- E_LUMO (alpha / beta): -6.18 / -5.15 eV
- Largest force on an atom: 0.5 eV/A
- Spin multiplicity: 3
- Gap between HOMO and LUMO (alpha / beta): 0.255 / 0.294 Eh

=====

No. 2
DFT (wB97M-V/def2-TZVPD) results for C12H19AlO7 as an isolated structure at a distorted geometry.

Last column: Mulliken charge in e.
CARTESIAN COORDINATES (ANGSTROEM)
Al: 0.3751 0.7078 1.5353  1.476
O: -1.4939 2.6847 2.2356  -0.363
H: -1.3534 3.6176 1.9817  0.374
O: 1.3790 3.5085 1.1805  -0.529
C: 1.4195 4.5324 1.8315  0.612
O: 2.4035 4.9004 2.7053  -0.308
C: 2.0508 6.1283 3.3965  -0.416
C: 0.5810 6.3969 3.0013  -0.583
C: 0.3455 5.6206 1.8069  0.074
H: 2.6933 6.9146 3.0003  0.302
H: 2.0720 6.0110 4.4799  0.323
H: 0.2844 7.4185 2.7636  0.326
H: -0.0291 6.0054 3.8152  0.282
H: 0.2330 6.2000 0.8905  0.355
H: -0.6293 5.1373 1.8722  -0.162
O: 0.1728 -0.4905 -1.2031  -0.586
C: -0.2970 -1.0794 -2.1719  0.309
O: -0.7264 -2.3653 -1.9776  -0.226
C: -1.4359 -2.8971 -3.1367  -0.414
C: -0.8224 -2.0200 -4.2506  -0.686
C: -0.4510 -0.6830 -3.5957  -0.302
H: -2.5158 -2.7834 -3.0419  0.288
H: -1.1898 -3.9414 -3.3290  0.356
H: -1.5882 -1.8875 -5.0149  0.377
H: 0.0083 -2.4709 -4.7934  0.313
H: -1.2305 0.0637 -3.7475  0.301
H: 0.5103 -0.2969 -3.9349  0.294
O: -0.3362 -2.2020 1.5792  -0.582
C: -0.2741 -3.3191 1.0468  0.588
O: -1.3357 -4.1220 0.9998  -0.333
C: -1.1357 -5.1735 0.0546  -0.090
C: 0.3657 -5.4234 0.0376  -0.642
C: 0.8763 -4.0366 0.3444  -0.305
H: -1.4538 -4.8679 -0.9422  -0.019
H: -1.6182 -6.1223 0.2892  0.397
H: 0.6394 -5.7985 -0.9486  0.317
H: 0.6201 -6.1967 0.7624  0.318
H: 1.1698 -3.4752 -0.5426  0.180
H: 1.7165 -4.1954 1.0203  0.385

Forces on the atoms, in the same order (eV/Å):
Al -1.2 0.4 -0.6
O 1.0 -1.6 -0.2
H 0.3 -0.2 -0.3
O -0.3 -0.8 0.4
C 1.2 1.7 1.1
O -1.6 -1.4 -1.2
C -1.0 1.2 -0.6
C 0.3 1.0 1.9
C -1.2 -1.8 -1.6
H 0.3 -0.2 0.4
H 0.7 -0.2 -0.3
H 0.4 0.2 0.7
H -0.2 0.3 0.0
H 0.8 -0.2 -0.3
H 0.0 -0.1 -0.1
O -0.1 0.6 -0.5
C -0.4 -1.5 1.9
O -0.2 0.6 0.4
C 1.4 1.0 -1.0
C -1.2 0.0 -1.1
C 0.2 -0.6 -0.3
H 0.1 0.2 0.3
H 0.1 0.0 0.6
H 0.1 0.2 -0.1
H 0.1 -0.2 0.5
H 0.1 0.1 0.3
H -0.2 0.2 -0.1
O 0.0 -0.5 -0.3
C -0.1 -0.3 -0.3
O -0.4 1.1 0.5
C 0.8 -1.5 -0.9
C -1.0 -0.2 -0.6
C 1.1 0.1 0.6
H -0.3 0.3 0.2
H -0.6 0.6 0.6
H 0.2 0.1 0.1
H 0.2 0.4 0.2
H 0.1 0.1 0.2
H 0.2 0.9 0.0

Summary:
- Charge: +2
- E: -33658.762 eV
- HOMO level: -16.6 eV
- Energy above the lowest of the compared OMol25 structures with the same formula, charge and spin: 2.0 kcal/mol
- E_LUMO: -13.11 eV
- Largest force on an atom: 2.7 eV/A
- Gap between HOMO and LUMO: 0.130 Eh

=====

No. 3
DFT (wB97M-V/def2-TZVPD) results for a 2-piece molecular cluster, CH3O3S overall at a distorted geometry.

Last column: Mulliken charge in e.
CARTESIAN COORDINATES (ANGSTROEM)
C: -0.3049 -0.5729 -0.8982  -0.449
O: 2.1549 -0.3828 0.4199  -0.507
O: 0.5791 1.4990 0.2933  -0.647
O: -1.4218 0.2860 -0.8500  -0.342
S: 0.7401 0.0676 0.3486  0.496
H: -0.5714 -1.5663 -0.6260  0.082
H: -0.8753 1.0346 -0.5158  0.396
H: -0.3006 -0.3652 1.8283  -0.029

Forces on the atoms, in the same order (eV/Å):
C 1.7 0.5 -0.1
O -2.3 0.0 0.3
O -0.2 1.4 0.2
O 0.2 0.3 0.4
S 0.5 -2.9 0.8
H -0.1 -1.0 0.2
H -1.5 1.0 -0.5
H 1.8 0.7 -1.3

Summary:
- Charge: -1
- E: -18060.485 eV
- HOMO level (alpha / beta): -2.5 / -2.5 eV
- Energy above the lowest of the compared OMol25 structures with the same formula, charge and spin: 100.9 kcal/mol
- E_LUMO (alpha / beta): 4.08 / 4.08 eV
- Largest force on an atom: 3.1 eV/A
- Gap between HOMO and LUMO (alpha / beta): 0.243 / 0.243 Eh

=====

No. 4
DFT (wB97M-V/def2-TZVPD) results for C18H31FIrN3Si as an isolated structure at a distorted geometry.

Last column: Mulliken spin population.
CARTESIAN COORDINATES (ANGSTROEM)
Ir: -0.3524 -0.5784 0.0325  0.359
C: 2.2583 1.6002 0.3634  0.010
Si: 1.2641 1.2124 1.9027  -0.010
C: 1.8858 -0.3941 2.6243  0.008
C: 1.4983 2.5948 3.1278  0.003
N: -0.4200 0.8693 1.3080  0.045
C: -1.6439 1.5065 1.5976  0.003
C: -1.7154 2.5512 2.5336  0.006
C: -2.8995 3.1932 2.8407  -0.007
C: -4.0852 2.8177 2.2296  0.012
C: -4.0616 1.7907 1.3026  -0.002
C: -2.8692 1.1697 1.0072  0.002
F: -2.9139 0.1912 0.0720  -0.006
H: 3.3089 1.7575 0.6182  0.000
H: 1.8925 2.5022 -0.1332  0.002
H: 2.2120 0.7721 -0.3449  -0.006
H: 2.9341 -0.3108 2.9182  0.000
H: 1.8001 -1.1889 1.8841  -0.003
H: 1.3084 -0.6880 3.5042  0.000
H: 2.5620 2.6429 3.3738  0.001
H: 0.9561 2.4334 4.0601  0.000
H: 1.2110 3.5664 2.7238  0.000
H: -0.8163 2.8522 3.0299  -0.001
H: -2.8940 3.9915 3.5703  0.000
H: -5.0152 3.3145 2.4670  0.001
H: -4.9592 1.4595 0.7988  0.000
C: 0.0276 2.0159 -4.7309  0.002
C: 0.8353 0.8220 -4.2030  0.014
C: 2.3314 1.1705 -4.1051  0.005
C: 0.6257 -0.4155 -5.0909  0.005
C: 0.3821 0.4917 -2.8494  0.027
N: 0.0523 0.2271 -1.7826  -0.045
H: 0.4026 2.2697 -5.7215  0.000
H: 0.1352 2.8871 -4.0856  0.000
H: -1.0307 1.7709 -4.8135  0.000
H: 2.6922 1.4313 -5.0993  0.000
H: 2.9084 0.3224 -3.7372  -0.001
H: 2.4968 2.0183 -3.4408  0.001
H: 0.9866 -0.1828 -6.0920  0.000
H: -0.4289 -0.6818 -5.1544  0.000
H: 1.1803 -1.2737 -4.7123  0.000
C: -0.3916 -3.7424 2.5978  0.015
C: -0.3354 -3.4905 1.0821  -0.030
C: -1.4676 -4.2542 0.3877  0.036
C: 1.0240 -3.9526 0.5346  0.032
N: -0.4916 -2.0909 0.8351  0.528
H: -0.2485 -4.8045 2.7916  0.001
H: -1.3591 -3.4371 2.9958  -0.003
H: 0.3903 -3.1800 3.1077  -0.003
H: -1.3608 -5.3148 0.6130  0.001
H: -1.4219 -4.1130 -0.6922  -0.001
H: -2.4379 -3.9112 0.7447  0.001
H: 1.1746 -4.9992 0.7947  0.002
H: 1.8322 -3.3616 0.9649  -0.002
H: 1.0506 -3.8498 -0.5510  0.000

Forces on the atoms, in the same order (eV/Å):
Ir -0.1 0.4 1.7
C -0.1 0.1 0.0
Si 0.4 -0.4 -0.3
C -0.1 0.1 0.1
C -0.2 0.1 0.0
N 0.2 -0.1 -1.2
C -0.4 0.0 0.4
C 0.0 -0.3 -0.1
C 0.0 0.1 0.0
C 0.0 0.0 0.0
C 0.0 0.1 0.1
C 0.1 0.0 -0.1
F -0.2 0.1 0.0
H 0.0 0.0 0.0
H 0.0 0.0 0.0
H 0.1 0.0 0.0
H 0.0 0.1 0.0
H 0.1 0.0 0.0
H 0.0 0.0 0.0
H 0.0 -0.1 -0.1
H 0.0 0.0 0.0
H 0.0 0.0 0.0
H 0.1 0.1 0.1
H 0.0 0.0 0.0
H 0.0 0.0 0.0
H 0.0 0.0 0.0
C -0.1 0.0 0.1
C 0.2 0.0 -0.1
C 0.0 0.0 0.1
C -0.1 -0.1 0.1
C -0.1 0.1 0.0
N 0.1 -0.2 -0.1
H 0.0 0.0 0.0
H 0.0 0.0 0.0
H 0.0 0.0 0.0
H 0.0 0.0 0.0
H 0.0 0.0 0.0
H 0.0 0.0 0.0
H 0.0 0.0 0.0
H 0.0 0.0 0.0
H 0.0 0.0 0.0
C -0.1 0.3 -0.1
C 0.6 -0.6 0.6
C 0.0 0.3 -0.1
C -0.1 0.2 -0.1
N -0.6 0.1 -1.1
H 0.0 0.0 0.0
H 0.0 0.0 0.0
H 0.0 0.0 0.0
H 0.0 0.0 0.0
H 0.0 0.0 0.0
H 0.0 0.0 0.0
H 0.0 0.0 0.0
H 0.0 0.0 0.0
H 0.0 0.0 0.0

Summary:
- Charge: +1
- E: -37066.318 eV
- HOMO level (alpha / beta): -10.7 / -10.9 eV
- E_LUMO (alpha / beta): -4.67 / -4.60 eV
- Largest force on an atom: 1.7 eV/A
- Spin multiplicity: 2
- Gap between HOMO and LUMO (alpha / beta): 0.223 / 0.233 Eh

=====

No. 5
DFT (wB97M-V/def2-TZVPD) results for a 3-piece molecular cluster, C3H7O2 overall at a distorted geometry.

Last column: Mulliken charge in e.
CARTESIAN COORDINATES (ANGSTROEM)
C: -0.4274 0.1041 2.3873  0.050
O: -0.1006 0.4239 3.5101  -0.499
H: 0.1874 -0.4122 1.6424  0.210
H: -1.4730 0.2284 2.0510  0.218
H: -2.7909 1.2004 -6.3591  -0.001
C: 1.3495 -0.0407 -2.0476  -0.874
C: 0.0569 -0.3356 -1.6577  -0.124
O: -0.2354 -0.5413 -0.4290  -0.719
H: 1.4566 -0.0437 -3.1336  0.216
H: 2.1465 -0.0928 -1.3345  0.280
H: -0.7091 -0.6088 -2.4282  0.243
H: -2.3332 1.7227 -6.5921  0.001

Forces on the atoms, in the same order (eV/Å):
C -0.5 -0.5 0.4
O 0.2 0.1 -0.3
H 0.4 0.2 0.0
H 0.0 0.3 -0.1
H -0.2 -0.2 0.1
C -1.8 -0.2 -1.6
C 1.5 -1.0 1.4
O -1.0 0.2 -0.1
H 0.7 0.2 0.2
H 0.4 0.2 0.1
H 0.2 0.6 0.1
H 0.2 0.2 -0.1

Summary:
- Charge: -1
- E: -7317.562 eV
- HOMO level: -2.3 eV
- Energy above the lowest of the compared OMol25 structures with the same formula, charge and spin: 78.2 kcal/mol
- E_LUMO: 4.04 eV
- Largest force on an atom: 2.4 eV/A
- Gap between HOMO and LUMO: 0.234 Eh

=====

No. 6
DFT (wB97M-V/def2-TZVPD) results for C21H12N5OsS5 as an isolated structure at a distorted geometry.

Last column: Mulliken charge in e.
CARTESIAN COORDINATES (ANGSTROEM)
Os: -0.0956 -0.0808 -1.4191  0.978
C: -1.8544 3.5192 -2.9339  -0.734
C: -2.4486 4.1459 -1.8362  -0.399
C: -2.2249 3.6437 -0.5794  -0.482
C: -1.4171 2.5119 -0.3978  0.438
N: -0.9002 1.8768 -1.4756  -0.127
C: -1.1097 2.3930 -2.7110  -0.068
N: -1.1861 2.1474 0.9032  -0.432
C: -0.3946 1.2090 1.2650  0.074
N: 0.2700 0.2756 0.4794  -0.254
C: 1.2035 -0.3887 1.2634  0.072
N: 2.1428 -1.1824 0.9039  -0.434
C: 2.5065 -1.4148 -0.3956  0.442
C: 3.6328 -2.2295 -0.5799  -0.473
C: 4.1285 -2.4570 -1.8387  -0.409
C: 3.5021 -1.8594 -2.9354  -0.739
C: 2.3822 -1.1062 -2.7093  -0.060
N: 1.8724 -0.8953 -1.4727  -0.125
C: 1.0058 0.0301 2.6602  0.236
C: 1.6347 -0.3711 3.8221  -0.252
C: 1.2307 0.2462 5.0003  -0.621
C: 0.2441 1.2327 5.0017  -0.621
C: -0.3751 1.6381 3.8248  -0.254
C: 0.0247 1.0108 2.6613  0.211
H: -1.9784 3.8905 -3.9400  0.434
H: -3.0779 5.0148 -1.9738  0.431
H: -2.6522 4.0894 0.3062  0.496
H: -0.6654 1.8445 -3.5306  0.370
H: 4.0784 -2.6600 0.3042  0.497
H: 4.9923 -3.0925 -1.9794  0.428
H: 3.8692 -1.9879 -3.9424  0.434
H: 1.8329 -0.6586 -3.5267  0.367
H: 2.3976 -1.1366 3.8097  0.542
H: 1.6928 -0.0377 5.9361  0.417
H: -0.0383 1.6934 5.9385  0.417
H: -1.1406 2.4010 3.8147  0.543
S: -5.0981 -5.1031 0.0645  -0.177
C: -4.0092 -4.0278 -0.4515  0.117
S: -2.3230 -4.4132 -0.7388  -0.051
C: -1.8357 -2.8212 -1.2270  0.182
C: -2.7940 -1.8661 -1.2294  0.175
S: -2.3850 -0.2761 -1.6943  -0.274
S: -4.3854 -2.3395 -0.7508  -0.055
S: -0.2545 -2.4084 -1.6900  -0.263

Forces on the atoms, in the same order (eV/Å):
Os -0.2 -0.6 2.7
C 0.0 -0.1 0.1
C 0.0 0.0 0.0
C 0.0 0.0 0.0
C -0.2 0.1 0.0
N 0.8 -0.2 -0.4
C -0.1 0.2 -0.2
N 0.1 -0.1 -0.2
C -0.4 0.3 0.4
N 0.2 0.2 -1.9
C 0.4 -0.5 0.4
N -0.2 0.2 -0.1
C 0.1 -0.2 0.0
C 0.0 0.0 0.0
C 0.0 0.0 0.0
C -0.1 0.0 0.1
C 0.2 -0.1 -0.2
N -0.3 0.9 -0.4
C -0.2 0.0 -0.1
C 0.0 0.0 0.0
C 0.0 0.0 0.0
C 0.0 0.0 0.0
C 0.0 0.0 0.0
C 0.0 -0.2 -0.1
H 0.0 0.0 0.0
H 0.0 0.0 0.0
H 0.0 0.0 0.0
H 0.0 0.1 0.0
H 0.0 0.0 0.0
H 0.0 0.0 0.0
H 0.0 0.0 0.0
H 0.1 0.0 0.0
H 0.0 0.0 0.0
H 0.0 0.0 0.0
H 0.0 0.0 0.0
H 0.0 0.0 0.0
S -0.1 -0.1 0.0
C 0.1 0.2 -0.1
S -0.1 -0.2 0.0
C -1.0 0.4 0.1
C 0.5 -0.7 0.1
S -0.1 0.4 -0.2
S -0.3 -0.2 0.1
S 0.6 0.2 -0.1

Summary:
- Charge: +1
- E: -86060.114 eV
- HOMO level (alpha / beta): -10.0 / -10.0 eV
- Energy above the lowest of the compared OMol25 structures with the same formula, charge and spin: 13.4 kcal/mol
- E_LUMO (alpha / beta): -5.52 / -5.52 eV
- Largest force on an atom: 2.8 eV/A
- Gap between HOMO and LUMO (alpha / beta): 0.165 / 0.165 Eh